(1)
The following is a quantum chemistry calculation of a structure of composition C20H68N26O18S2Si2, from the Open Molecules 2025 dataset.

```
136
Properties=species:S:1:pos:R:3:lowdin_charge:R:1
C -4.435 -4.410 -2.804 -0.03
C -3.046 -3.813 -3.377 -0.28
C -2.193 -5.104 -3.841 -0.13
O -1.555 -5.746 -2.718 -0.05
C -0.344 -5.114 -2.364 -0.45
O 0.505 -4.682 -3.159 0.06
C -0.061 -5.015 -0.782 -0.42
S -1.112 -3.621 -0.116 0.60
Si -0.107 -1.732 -0.584 0.30
O 0.303 -1.046 0.940 -0.57
Si 0.350 0.696 0.912 0.58
O -3.229 -2.957 -4.536 -0.07
C -3.604 -1.653 -4.164 -0.43
O -4.043 -1.339 -3.046 0.06
C -3.425 -0.455 -5.225 -0.41
S -1.635 -0.324 -5.720 0.72
H -5.069 -4.675 -3.711 0.09
H -4.180 -5.356 -2.237 0.09
H -5.012 -3.657 -2.185 0.08
H -2.530 -3.270 -2.519 0.11
H -2.889 -5.890 -4.305 0.15
H -1.483 -4.786 -4.665 0.11
H 1.036 -4.890 -0.555 0.07
H -0.449 -5.996 -0.352 0.09
H 1.033 -2.084 -1.427 -0.03
H -1.069 -0.962 -1.369 -0.04
H 1.605 1.179 0.286 -0.05
H -0.838 1.331 0.373 -0.06
H 0.455 1.121 2.328 -0.06
H -3.726 0.542 -4.785 0.07
H -4.061 -0.710 -6.132 0.09
H -1.414 -1.243 -6.735 -0.14
C -2.890 3.153 1.215 -0.67
O -1.878 2.498 1.423 -0.07
N -3.961 2.651 0.550 0.16
N -3.027 4.438 1.631 0.15
H -4.800 3.170 0.368 0.09
H -3.896 1.700 0.226 0.11
H -2.253 4.845 2.128 0.11
H -3.848 4.993 1.470 0.09
C 1.146 -1.925 4.749 -0.70
O 2.282 -2.353 4.561 -0.02
N 0.594 -1.827 5.982 0.16
N 0.345 -1.513 3.736 0.16
H -0.334 -1.478 6.152 0.05
H 1.157 -2.122 6.762 0.10
H 0.717 -1.567 2.800 0.05
H -0.586 -1.159 3.869 0.10
C -6.150 1.886 -7.034 -0.69
O -5.145 1.868 -6.334 0.00
N -6.240 2.630 -8.166 0.15
N -7.259 1.166 -6.740 0.16
H -7.053 2.659 -8.753 0.10
H -5.436 3.179 -8.419 0.10
H -7.231 0.602 -5.907 0.10
H -8.095 1.166 -7.299 0.07
C 4.444 1.829 3.187 -0.68
O 4.940 2.835 2.686 -0.01
N 3.183 1.802 3.682 0.17
N 5.117 0.658 3.288 0.16
H 2.762 0.990 4.095 0.09
H 2.650 2.654 3.627 0.09
H 6.058 0.635 2.932 0.08
H 4.731 -0.176 3.694 0.09
C -2.613 -4.244 -8.291 -0.69
O -3.784 -4.427 -8.591 0.02
N -2.230 -3.827 -7.058 0.16
N -1.594 -4.443 -9.168 0.15
H -1.274 -3.671 -6.792 0.09
H -2.959 -3.668 -6.378 0.08
H -1.839 -4.753 -10.093 0.10
H -0.627 -4.299 -8.943 0.09
C -0.681 3.682 -4.183 -0.70
O 0.342 3.048 -3.981 0.02
N -1.748 3.162 -4.842 0.16
N -0.841 4.967 -3.766 0.14
H -2.597 3.666 -5.018 0.09
H -1.669 2.212 -5.167 0.02
H -0.071 5.387 -3.274 0.10
H -1.672 5.505 -3.922 0.09
C -2.943 0.404 6.263 -0.68
O -1.930 -0.247 6.477 0.01
N -4.012 -0.102 5.598 0.16
N -3.084 1.689 6.673 0.16
H -4.851 0.415 5.412 0.09
H -3.944 -1.054 5.278 0.11
H -2.311 2.099 7.170 0.11
H -3.905 2.241 6.508 0.10
C 8.522 -1.042 3.640 -0.68
O 7.348 -1.205 3.336 0.01
N 8.906 -0.625 4.871 0.16
N 9.540 -1.266 2.770 0.15
H 9.862 -0.485 5.143 0.10
H 8.177 -0.449 5.543 0.10
H 9.294 -1.577 1.846 0.11
H 10.509 -1.138 2.999 0.10
C 3.278 5.623 5.225 -0.70
O 2.764 4.594 5.644 0.00
N 3.015 6.844 5.764 0.14
N 4.150 5.638 4.189 0.18
H 3.424 7.700 5.436 0.09
H 2.372 6.876 6.537 0.10
H 4.372 4.751 3.760 0.07
H 4.580 6.473 3.831 0.07
C 8.581 -1.686 8.552 -0.70
O 9.668 -1.248 8.202 0.01
N 7.734 -2.308 7.694 0.15
N 8.130 -1.588 9.829 0.15
H 6.838 -2.675 7.959 0.10
H 8.035 -2.400 6.738 0.09
H 8.731 -1.132 10.494 0.11
H 7.242 -1.940 10.136 0.09
C 5.714 8.441 1.534 -0.69
O 6.193 7.809 2.463 0.02
N 6.373 9.461 0.927 0.15
N 4.481 8.179 1.030 0.15
H 5.998 9.992 0.163 0.09
H 7.291 9.684 1.273 0.11
H 3.961 7.428 1.455 0.10
H 4.069 8.686 0.268 0.09
C -10.685 -0.386 -6.416 -0.68
O -10.215 0.625 -6.919 0.01
N -11.946 -0.436 -5.919 0.15
N -9.986 -1.545 -6.314 0.16
H -12.350 -1.254 -5.503 0.10
H -12.495 0.405 -5.977 0.11
H -9.046 -1.548 -6.674 0.10
H -10.353 -2.385 -5.906 0.10
C 2.891 -5.997 1.455 -0.68
O 1.769 -6.326 1.091 0.00
N 3.151 -4.793 2.022 0.17
N 3.971 -6.809 1.322 0.15
H 4.062 -4.503 2.327 0.10
H 2.374 -4.162 2.139 0.10
H 3.818 -7.712 0.905 0.10
H 4.898 -6.559 1.613 0.09
```

2S+1: 1
HOMO-LUMO gap in Eh: 0.3264
Lowest unoccupied orbital energy in eV: 0.216
M in g mol⁻¹: 1081.23

(2)
The following is a quantum chemistry calculation of a cluster of 3 separate species, C2H10O2S2 in total, from the Open Molecules 2025 dataset.

```
16
Properties=species:S:1:pos:R:3:lowdin_charge:R:1
C 1.746 -2.100 0.352 -0.17
C 0.538 -1.143 0.286 -0.61
S 0.836 0.358 -0.665 0.43
S 1.041 1.899 0.721 0.27
H 2.495 -1.893 1.116 0.07
H 2.300 -2.092 -0.596 0.06
H 1.447 -3.147 0.329 0.07
H 0.312 -0.948 1.319 0.06
H -0.259 -1.666 -0.229 0.02
H -0.016 2.120 1.538 -0.20
H -2.561 1.643 0.465 0.04
H -3.526 0.275 0.445 0.04
O -2.817 0.786 0.856 -0.08
H -2.084 -2.310 -2.280 0.04
H -2.027 -0.896 -1.659 0.02
O -2.105 -1.823 -1.458 -0.05
```

Energy relative to the best compared isomer or geometry (same formula, charge and spin) in kcal per mole: 24.83
2S+1: 1
HOMO-LUMO gap in Eh: 0.3283
Lowest unoccupied orbital energy in eV: 0.359
M in g mol⁻¹: 130.23

(3)
The following is a quantum chemistry calculation of a structure of composition C25H40Br2F5N8O18, from the Open Molecules 2025 dataset.

```
98
Properties=species:S:1:pos:R:3:lowdin_charge:R:1
C 4.842 3.209 2.522 -0.06
C 3.300 3.201 2.419 -0.27
O 2.748 4.471 2.708 -0.13
C 1.386 4.564 2.312 -0.16
C 0.502 3.998 3.450 -0.08
O -0.703 3.327 3.016 -0.02
N -0.473 2.375 2.065 0.01
C 0.370 1.401 2.354 0.02
C 0.655 0.418 1.459 0.05
C 0.022 0.406 0.216 -0.08
C 0.261 -0.681 -0.819 -0.10
C 1.547 -1.507 -0.572 -0.16
C 1.331 -2.966 -0.102 -0.77
F 1.553 -3.870 -1.075 0.02
Br 2.769 -3.296 1.234 0.79
C -0.038 -3.245 0.603 -0.90
F -0.367 -2.304 1.489 0.06
F -1.000 -3.461 -0.313 0.04
Br 0.048 -4.938 1.616 0.84
C -0.887 1.453 -0.047 -0.03
C -1.620 1.446 -1.400 -0.05
C -1.023 2.591 -2.245 -0.12
O 0.137 2.128 -2.992 -0.02
C 1.153 3.055 -2.833 -0.50
C 2.464 2.624 -2.166 0.03
O 1.059 4.184 -3.230 0.14
C -1.121 2.443 0.888 -0.10
N -2.069 3.462 0.568 0.15
C -1.560 4.815 0.696 -0.42
O -1.154 5.399 -0.261 0.23
F -1.579 5.445 1.874 0.17
C -3.346 3.270 1.222 -0.41
O -3.596 3.385 2.376 0.24
F -4.321 2.968 0.360 0.15
H 5.274 4.152 2.180 0.07
H 5.252 2.379 1.958 0.05
H 5.101 3.005 3.571 0.09
H 3.064 2.845 1.399 0.11
H 2.962 2.472 3.181 0.11
H 1.211 5.627 2.116 0.14
H 1.306 4.018 1.354 0.12
H 0.158 4.850 4.047 0.15
H 1.114 3.404 4.141 0.13
H 0.858 1.357 3.321 0.16
H 1.354 -0.378 1.701 0.12
H 0.421 -0.126 -1.758 0.12
H -0.651 -1.269 -0.975 0.12
H 2.070 -1.574 -1.536 0.14
H 2.260 -1.030 0.100 0.07
H -2.674 1.678 -1.166 0.09
H -1.592 0.467 -1.879 0.11
H -0.649 3.346 -1.548 0.10
H -1.773 3.018 -2.917 0.13
H 2.420 1.619 -1.730 0.07
H 2.776 3.368 -1.427 0.09
H 3.221 2.623 -2.960 0.10
C -7.190 2.690 0.695 0.03
N -8.662 2.680 0.479 -0.45
O -9.070 3.034 -0.607 0.07
O -9.347 2.317 1.409 0.08
H -6.713 3.033 -0.214 0.06
H -6.985 3.366 1.521 0.10
H -6.886 1.675 0.933 0.11
C 8.799 3.649 0.289 0.06
N 7.327 3.456 0.382 -0.43
O 6.614 4.373 0.035 0.07
O 6.937 2.384 0.802 0.04
H 8.993 4.643 -0.099 0.10
H 9.208 3.535 1.289 0.10
H 9.186 2.887 -0.382 0.10
C -2.728 -4.099 -3.327 0.05
N -1.919 -2.936 -3.786 -0.45
O -2.070 -1.877 -3.202 0.04
O -1.165 -3.124 -4.709 0.09
H -3.353 -3.781 -2.500 0.09
H -3.334 -4.426 -4.168 0.10
H -2.036 -4.876 -3.016 0.10
C -5.659 3.974 -3.279 0.06
N -5.374 2.622 -2.726 -0.43
O -4.219 2.359 -2.429 0.03
O -6.310 1.870 -2.607 0.09
H -4.731 4.533 -3.328 0.10
H -6.083 3.839 -4.270 0.11
H -6.370 4.456 -2.612 0.10
C 2.469 -8.916 1.931 0.04
N 2.561 -7.641 2.694 -0.44
O 1.523 -7.078 2.982 -0.04
O 3.671 -7.247 2.979 0.07
H 1.430 -9.140 1.751 0.05
H 3.002 -8.775 0.995 0.11
H 2.933 -9.691 2.535 0.11
C -0.148 -11.659 -1.225 0.05
N 0.441 -10.932 -0.068 -0.44
O 0.376 -9.717 -0.070 0.05
O 0.949 -11.604 0.802 0.08
H -0.562 -10.934 -1.916 0.09
H 0.649 -12.230 -1.691 0.10
H -0.924 -12.313 -0.837 0.10
```

Total charge: +1
2S+1: 1
HOMO-LUMO gap in Eh: 0.2902
Lowest unoccupied orbital energy in eV: -4.141
M in g mol⁻¹: 995.43

(4)
The following is a quantum chemistry calculation of a structure of composition C2H6N2O3, from the Open Molecules 2025 dataset.

```
13
Properties=species:S:1:pos:R:3:lowdin_charge:R:1
C 1.341 -0.026 -0.129 -0.61
N 0.353 0.967 0.114 0.10
C -0.978 -0.085 -0.150 -0.54
N -2.105 0.231 0.519 0.13
O 1.506 -0.446 -1.319 0.03
O 2.367 -0.017 0.763 0.12
O -1.051 -0.424 -1.402 -0.03
H 3.073 -0.549 0.367 0.13
H 0.106 -0.522 -1.705 0.18
H 0.427 1.245 1.092 0.10
H -0.039 -1.030 0.353 0.17
H -2.976 0.128 0.017 0.11
H -2.024 0.527 1.479 0.11
```

Energy relative to the best compared isomer or geometry (same formula, charge and spin) in kcal per mole: 90.49
2S+1: 1
HOMO-LUMO gap in Eh: 0.3327
Lowest unoccupied orbital energy in eV: 0.543
M in g mol⁻¹: 106.08

(5)
The following is a quantum chemistry calculation of a structure of composition C24H36EuP2Si, from the Open Molecules 2025 dataset.

```
64
Properties=species:S:1:pos:R:3:lowdin_charge:R:1
C -0.404 -1.604 -0.184 -0.17
C 0.871 -1.811 0.375 -0.17
C 0.780 -1.703 1.792 -0.26
H 1.768 -2.106 -0.155 0.09
C -0.613 -1.459 2.132 -0.29
C -1.323 -1.348 0.874 -0.24
H -2.396 -1.140 0.763 0.09
H -0.667 -1.712 -1.225 0.09
H 1.605 -1.741 2.512 0.09
H -1.043 -1.290 3.146 0.09
Eu 0.232 0.877 1.490 1.65
C 1.548 2.612 1.039 -0.39
H 1.482 3.227 1.945 -0.03
H 0.732 2.768 0.300 -0.14
H 2.491 2.558 0.496 -0.04
Si 3.609 0.624 -2.184 0.72
C 2.926 -0.417 -3.595 -0.32
C 2.097 -1.555 -3.740 -0.08
H 1.496 -1.891 -2.881 0.09
C 2.108 -2.290 -4.953 -0.07
H 1.568 -3.255 -5.051 0.11
C 2.900 -1.829 -6.008 -0.09
H 3.008 -2.443 -6.882 0.10
C 3.575 -0.612 -5.930 -0.07
H 4.209 -0.254 -6.731 0.11
C 3.476 0.125 -4.764 -0.16
H 3.990 1.085 -4.678 0.07
C 4.308 -0.207 -0.670 -0.32
C 4.929 -1.316 -1.235 -0.14
H 5.184 -1.301 -2.287 0.10
C 5.267 -2.348 -0.397 -0.07
H 5.814 -3.178 -0.796 0.11
C 4.880 -2.276 0.933 -0.08
H 4.992 -3.147 1.537 0.10
C 4.447 -1.097 1.526 -0.10
H 4.342 -1.043 2.600 0.10
C 4.266 0.014 0.712 -0.10
H 4.151 1.032 1.066 0.09
H 2.367 1.160 -1.642 -0.04
H 4.609 1.426 -2.733 -0.02
C -2.260 3.843 2.404 -0.26
P -2.291 2.107 1.902 0.72
C -2.979 1.252 3.334 -0.26
C -3.551 2.005 0.544 -0.38
C -2.999 2.069 -0.902 -0.38
P -1.144 2.174 -0.972 0.76
C -0.661 1.694 -2.621 -0.26
C -0.950 4.008 -1.012 -0.25
H -2.226 3.833 3.498 0.05
H -3.170 4.332 2.047 0.06
H -1.361 4.335 2.012 0.03
H -4.064 1.179 3.212 0.06
H -2.537 0.254 3.454 0.02
H -2.735 1.865 4.207 0.05
H -4.116 1.054 0.676 0.09
H -4.250 2.836 0.762 0.09
H -3.310 1.178 -1.485 0.09
H -3.323 2.980 -1.439 0.09
H -0.847 2.519 -3.298 0.05
H 0.398 1.441 -2.675 0.01
H -1.212 0.813 -2.947 0.05
H -1.356 4.316 -1.984 0.05
H -1.497 4.479 -0.185 0.03
H 0.114 4.275 -0.942 0.05
```

Total charge: +1
2S+1: 7
HOMO-LUMO gap (alpha / beta) in Eh: 0.2321 / 0.2661
Expectation value of S²: 12.017
Lowest unoccupied orbital energy (alpha / beta) in eV: -4.203 / -3.370
M in g mol⁻¹: 566.55

(6)
The following is a quantum chemistry calculation of an isolated molecule of C3H7NOP2, from the Open Molecules 2025 dataset.

```
14
Properties=species:S:1:pos:R:3:lowdin_charge:R:1
C -0.628 0.525 -0.191 -0.27
C -1.276 -0.498 0.669 -0.26
C -2.406 -1.072 0.296 -0.02
N 2.878 -0.938 -0.023 -0.66
O 0.782 0.329 0.070 -0.48
P 1.373 -1.157 -0.095 0.64
P 3.881 0.387 0.299 0.73
H -0.979 0.406 -1.181 0.10
H -0.966 1.460 0.158 0.10
H -0.735 -0.810 1.585 0.09
H -2.899 -1.967 0.665 0.05
H -3.140 -0.743 -0.525 0.09
H 5.136 -0.243 -0.383 -0.05
H 3.489 1.340 -0.823 -0.07
```

2S+1: 3
HOMO-LUMO gap (alpha / beta) in Eh: 0.2379 / 0.2244
Expectation value of S²: 2.010
Lowest unoccupied orbital energy (alpha / beta) in eV: 0.839 / -3.023
M in g mol⁻¹: 135.04